C7H16I2NO10P2S3 | the ωB97M-V functional and the def2-TZVPD basis

Computed properties:
Lowest unoccupied orbital energy ... -4.66 eV
HOMO-LUMO gap ... 7.491 eV
Total energy ... -96753.560 eV

```
! wB97M-V def2-TZVPD RIJCOSX def2/J DEFGRID3
* xyz 1 1
H -0.16644 2.35983 -2.02889
H 5.60240 -4.21630 2.85690
H -5.64285 4.91272 0.08911
O 3.52380 -3.77177 1.08188
O -0.38589 3.32745 -2.17475
C -3.35225 1.58376 -0.27566
O 2.90878 -1.17857 -1.80519
H 1.15316 -3.70425 -0.48654
C -2.96299 2.24227 2.31477
P -5.08429 4.32844 -1.11796
H -3.36124 1.96456 3.37955
S -3.18171 3.39750 -0.78268
O 2.61046 -3.13929 3.31467
I -3.43019 -1.07143 1.55416
H -4.89985 5.38294 -2.11960
H 0.66192 -2.45458 1.55802
H -0.46193 -1.36890 0.69428
C 0.37189 -2.94061 -0.55732
P -2.06733 3.33949 -2.65805
O 4.84853 -2.33502 2.56122
C 0.45761 -1.95723 0.60687
H -1.82223 2.53257 2.30244
C 5.62178 -3.43583 2.08891
H -3.56089 3.21415 1.97218
I -3.74483 0.16903 -1.95658
H -1.50741 5.44287 -3.41814
H 5.16628 -3.25063 -0.02997
H -0.60593 -3.42604 -0.61652
H -2.33588 4.55993 -4.61209
H 5.16561 -4.93510 0.56271
O 1.51819 -1.06730 0.26635
N -2.36755 4.85964 -3.59557
S 3.28485 -2.57738 2.16550
O 0.85761 0.31673 -1.70128
C -3.22005 1.10925 1.15692
O -6.15048 3.28893 -1.69196
O 2.80466 -1.40943 1.46429
H 6.65521 -3.13132 1.90706
S 1.56580 -0.89557 -1.35497
O 0.61419 -2.16511 -1.72996
C 4.91947 -3.90040 0.81587
*
```



C4H7N3 | the ωB97M-V functional and the def2-TZVPD basis

Computed properties:
Lowest unoccupied orbital energy ... -0.72 eV
Energy above the lowest of the compared OMol25 structures with the same formula, charge and spin ... 106.4 kcal/mol
HOMO-LUMO gap ... 7.929 eV
Total energy ... -8727.065 eV

```
! wB97M-V def2-TZVPD RIJCOSX def2/J DEFGRID3
* xyz 0 1
C 1.59802 -0.27189 -0.80967
H -1.96615 1.38479 1.26163
C -2.36617 0.87888 0.38062
H 1.65854 -0.15062 -1.88161
N 1.08087 -0.73019 1.31204
N 2.22045 -0.17278 1.32704
H -2.20306 -0.19873 0.48965
H -0.75964 -1.35154 -1.40334
C -0.60545 -1.49582 -0.31375
H 3.45888 0.51853 -0.16743
N 2.55960 0.10125 0.02423
H -1.85062 1.24438 -0.51145
H -3.43553 1.07775 0.28877
C 0.61025 -0.83402 0.00327
*
```



CH2ClOP | the ωB97M-V functional and the def2-TZVPD basis

Computed properties:
Lowest unoccupied orbital energy (alpha / beta) ... -0.70 / -1.17 eV
Energy above the lowest of the compared OMol25 structures with the same formula, charge and spin ... 74.2 kcal/mol
HOMO-LUMO gap (alpha / beta) ... 7.906 / 5.523 eV
Total energy ... -24924.362 eV

```
! wB97M-V def2-TZVPD RIJCOSX def2/J DEFGRID3
* xyz 0 1
H 1.36410 -1.55341 -0.31252
O -0.49245 2.17387 0.90117
P -0.84913 2.22980 -0.48986
Cl -0.35736 -0.22136 -1.07926
C 0.33192 -1.36997 -0.03568
H 0.00293 -1.25893 1.01615
*
```



CH6N4 | the ωB97M-V functional and the def2-TZVPD basis

Computed properties:
Lowest unoccupied orbital energy ... 1.20 eV
Energy above the lowest of the compared OMol25 structures with the same formula, charge and spin ... 67.8 kcal/mol
HOMO-LUMO gap ... 9.734 eV
Total energy ... -7091.119 eV

```
! wB97M-V def2-TZVPD RIJCOSX def2/J DEFGRID3
* xyz 0 1
H 1.76742 -1.57227 -0.93799
H 0.11605 -0.07914 1.80749
H -2.63024 1.50423 1.52634
H 0.02829 -1.43068 -1.11026
C 1.01440 -0.96060 -1.14673
N -1.19988 0.79419 0.56615
N -1.86961 0.91035 1.61365
N -0.00160 0.15881 0.82497
H 1.31582 -0.44692 -2.15019
N 0.89637 0.19185 -0.20828
H 0.56299 0.93018 -0.78516
*
```



C21H26N4O5S | the ωB97M-V functional and the def2-TZVPD basis

Computed properties:
Lowest unoccupied orbital energy ... 0.38 eV
Energy above the lowest of the compared OMol25 structures with the same formula, charge and spin ... 0.0 kcal/mol
HOMO-LUMO gap ... 8.930 eV
Total energy ... -49234.706 eV

```
! wB97M-V def2-TZVPD RIJCOSX def2/J DEFGRID3
* xyz 0 1
C 2.40767 3.11130 0.89386
H -0.42760 1.47102 0.30573
C 3.00485 -4.57568 -0.25752
H 5.15519 4.31636 -0.66428
C 2.49764 -2.20416 -0.80588
N 2.50308 -0.81122 -0.39929
H -4.39082 0.30024 0.62490
O -4.22208 -2.33314 -0.63103
H -0.82382 -0.90239 2.95819
C -3.83486 -3.58639 -0.08184
O -3.02027 -0.99258 1.83125
H 2.46369 -3.06732 1.16625
C 3.52226 0.01221 -0.90621
C -0.73885 -0.37326 2.00867
H 3.37994 -5.26762 0.49201
H -4.73067 -4.20098 -0.05445
H -3.15761 0.27291 -2.17672
H 3.11205 -2.26130 -1.70833
H 3.34339 5.02241 0.84720
H 1.46987 -2.49248 -1.04405
O 4.34090 -0.42662 -1.68563
C -3.77327 -0.15583 -1.38481
H -0.20732 0.56668 2.13491
H -3.06171 -4.04912 -0.69803
H -4.81237 -0.20611 -1.70348
H 4.93452 -3.47242 1.31056
C 4.51376 -2.76066 0.60439
H 3.60739 -4.68271 -1.15657
C -4.17127 2.12618 -0.45958
H -1.29602 3.74127 -0.35275
H -1.38039 1.41928 -1.18694
H -1.89538 3.21896 1.23861
N 1.48343 0.90839 0.83952
C 1.54626 -0.31324 0.42574
C -1.92985 3.01335 0.15996
C 3.37656 4.00218 0.49392
N -3.28250 3.13184 -0.33065
H -3.64127 4.05532 -0.52884
C 4.45566 2.30684 -0.81925
H 1.97840 -4.84599 -0.49248
C 3.07658 -3.14309 0.26210
N -2.36842 0.67645 0.47994
H 5.23673 1.96953 -1.48350
H 5.12890 -2.75309 -0.29224
O -5.29756 2.31939 -0.86297
C -1.42772 1.59657 -0.10662
C 3.48276 1.38729 -0.42366
S 0.29318 -1.43089 0.93914
C -3.69170 0.71871 -0.11001
H -3.44831 -3.42592 0.92658
H 4.55846 -1.77088 1.05488
C 2.45228 1.78800 0.44138
C -2.13682 -0.25794 1.43065
O -2.08206 -1.83600 -1.09326
C 4.40302 3.60389 -0.36209
H 1.61065 3.40684 1.55862
C -3.24773 -1.53246 -1.03529
*
```



CH7N3O | the ωB97M-V functional and the def2-TZVPD basis

Computed properties:
Lowest unoccupied orbital energy ... 0.82 eV
Energy above the lowest of the compared OMol25 structures with the same formula, charge and spin ... 18.0 kcal/mol
HOMO-LUMO gap ... 10.089 eV
Total energy ... -7668.745 eV

```
! wB97M-V def2-TZVPD RIJCOSX def2/J DEFGRID3
* xyz 0 1
H -2.36517 1.52553 0.02753
O 2.44230 -1.23377 0.43296
N -1.85596 0.90944 -0.58505
H -2.41554 0.50519 -1.31032
H 2.04414 -1.35450 1.29138
N 0.14341 1.14869 0.51893
C -0.68597 0.29287 -0.14722
H -1.05917 -1.55371 -0.66376
H 1.06993 0.80277 0.72949
H 0.10344 2.14725 0.53651
N -0.35357 -0.91758 -0.31771
H 1.74736 -1.44515 -0.21383
*
```



C28H31AlFO | the ωB97M-V functional and the def2-TZVPD basis

Computed properties:
Lowest unoccupied orbital energy ... 2.50 eV
HOMO-LUMO gap ... 7.273 eV
Total energy ... -40892.208 eV

```
! wB97M-V def2-TZVPD RIJCOSX def2/J DEFGRID3
* xyz -1 1
H -2.86349 2.94631 2.52088
C 5.63263 -0.85869 -3.31756
H 1.43073 -4.71315 -0.60129
H 2.22925 0.89244 -1.88450
H 8.63035 0.25789 -4.47234
C 0.51927 -3.24358 -2.40054
C -1.33486 2.75204 5.55201
H -7.97741 5.30496 3.99995
H 6.19611 0.66245 -4.73571
C 1.96363 1.13850 0.37058
H -1.52921 2.93094 6.60658
C -6.46468 3.77092 4.03914
H 3.89140 0.60471 -0.92161
C -2.33441 2.98992 4.60910
C -0.80361 -2.78712 -3.27911
H 2.78150 -3.41264 -2.76210
C 6.54842 -0.10436 -4.05140
C 2.73456 0.41818 -0.92129
C 6.08514 -1.84511 -2.44179
H -8.24111 2.32745 0.91127
H -3.30828 3.35158 4.92850
C -2.23861 -3.57860 -2.94963
H -0.63558 2.13333 1.79009
H 7.80451 -2.85423 -1.62484
H -0.92309 -6.00100 -0.02871
H -5.96336 4.17893 4.91342
H 1.13999 1.70245 3.46951
H 0.68993 2.09216 5.87871
H -3.21814 -3.29576 -3.56756
C 0.16563 2.06267 3.78884
C -2.08415 2.76355 3.25546
C 0.47041 -4.43175 -1.22445
H -3.27544 -5.29449 -1.51015
C -7.59595 4.40457 3.52572
H 9.43447 -1.50326 -2.91976
H -5.09871 2.11730 3.83610
H 1.03339 -1.72685 0.14666
H 0.33142 -1.66258 -5.04002
C 7.91620 -0.33391 -3.90497
H -1.57468 -1.47405 -5.11722
C -5.97679 2.61379 3.43255
C -0.65244 -1.58320 -4.39645
Al 2.38060 -1.61471 -0.73509
C -6.61577 2.09483 2.30622
C 8.36865 -1.32290 -3.03200
C -7.74479 2.73054 1.79052
C 2.01986 -2.52682 -2.57916
C -2.26933 -4.74924 -1.75576
H 2.06525 -1.77871 -3.47788
C -0.83278 2.30417 2.84559
C -0.08651 2.28381 5.14311
H -9.12185 4.37367 2.00455
F 2.45574 0.73795 1.73742
C -0.94152 -5.20186 -0.88744
H 4.56676 -0.67746 -3.42856
O 0.94996 1.99882 0.23462
H 3.49592 -2.38860 0.08653
H -0.57737 -0.54166 -3.81792
C -8.23817 3.88237 2.40261
H 5.37146 -2.43112 -1.86808
C 7.45251 -2.08101 -2.30229
H -6.23356 1.19523 1.83094
*
```



C4H5NO | the ωB97M-V functional and the def2-TZVPD basis

Computed properties:
Lowest unoccupied orbital energy ... 0.79 eV
Energy above the lowest of the compared OMol25 structures with the same formula, charge and spin ... 56.2 kcal/mol
HOMO-LUMO gap ... 9.578 eV
Total energy ... -7764.089 eV

```
! wB97M-V def2-TZVPD RIJCOSX def2/J DEFGRID3
* xyz 0 1
C -0.90830 -0.17992 0.04004
O -0.06394 1.81524 -0.96301
H 2.21909 0.97548 -0.40418
C 0.07564 0.61709 -0.30706
H -2.10086 -1.89130 -0.11397
H -2.34376 -0.83226 1.39615
H 2.77580 -0.99539 0.56067
C 1.48424 0.23866 -0.05457
H -1.00876 2.01187 -1.01928
N 1.76695 -0.87615 0.48446
C -1.83151 -1.00118 0.45143
*
```